Below is the ion C4H8NS with charge +1, with properties calculated with wB97M-V/def2-TZVPD.

Element x y z (Å)
C (0.13, 1.11, 0.26)
C (0.59, -0.17, -0.58)
C (-1.33, 1.27, 0.02)
C (-1.36, -1.28, 0.63)
N (-0.14, -1.45, -0.22)
S (-2.41, -0.01, -0.25)
H (0.35, 0.95, 1.24)
H (0.47, 2.03, -0.28)
H (0.38, -0.04, -1.57)
H (1.59, -0.18, -0.58)
H (-1.56, 2.34, -0.07)
H (-1.23, -0.90, 1.68)
H (-0.51, -2.06, -0.92)
H (0.28, -2.10, 0.45)

Results
maximum force: 0.1051 hartree/bohr
ΔE to the lowest compared entry with this formula, charge and spin: 3.8785 eV
net charge: +1
HOMO level: -0.458 Ha
gap between HOMO and LUMO: 6.62 eV
total energy: -609.72742 Eh

Löwdin population analysis, charges in e, atoms 1 to 6: number 1, C, carries -0.142; number 2, C, carries -0.075; number 3, C, carries -0.329; number 4, C, carries -0.386; number 5, N, carries -0.040; number 6, S, carries 1.050

***

Below is the molecule C4H6N2O, with properties calculated with wB97M-V/def2-TZVPD.

Element x y z (Å)
C (2.30, 0.48, -0.33)
O (1.47, -0.49, 0.34)
C (0.15, -0.36, 0.18)
C (-0.82, -1.36, 0.52)
N (-1.99, -0.51, 0.46)
C (-1.70, 0.64, -0.10)
N (-0.39, 0.80, -0.26)
H (2.12, 0.42, -1.40)
H (3.34, 0.21, -0.11)
H (2.10, 1.50, 0.01)
H (-1.41, -1.69, -0.44)
H (-2.84, -0.92, 0.81)
H (-2.47, 1.28, -0.50)

Results
maximum force: 0.0647 hartree/bohr
ΔE to the lowest compared entry with this formula, charge and spin: 4.0062 eV
HOMO level: -0.301 Ha
gap between HOMO and LUMO: 8.95 eV
SMILES: COc1c[nH]cn1
total energy: -340.64768 Eh

Löwdin population analysis, charges in e, atoms 1 to 6: number 1, C, carries -0.068; number 2, O, carries -0.060; number 3, C, carries -0.394; number 4, C, carries -0.069; number 5, N, carries -0.033; number 6, C, carries -0.194

***

Below is a structure of composition C38H36BrGaIN6O12, with properties calculated with wB97M-V/def2-TZVPD.

Element x y z (Å)
C (-2.71, -0.58, 1.36)
C (-3.75, 0.43, 0.82)
Ga (-5.56, -0.10, 1.54)
Br (-7.27, 1.21, 0.45)
I (-5.88, -2.65, 0.91)
H (-2.87, -1.53, 0.85)
H (-2.92, -0.73, 2.42)
H (-1.71, -0.19, 1.19)
H (-3.51, 1.43, 1.21)
H (-3.76, 0.44, -0.27)
H (-5.55, 0.07, 3.12)
C (3.04, -3.54, 1.16)
C (2.24, -3.93, 2.23)
C (1.36, -3.03, 2.80)
C (1.30, -1.74, 2.29)
C (2.08, -1.34, 1.23)
C (2.96, -2.24, 0.66)
N (0.35, -0.79, 2.88)
O (-0.32, -1.16, 3.82)
O (0.29, 0.32, 2.39)
H (3.72, -4.25, 0.71)
H (2.30, -4.94, 2.61)
H (0.74, -3.32, 3.63)
H (2.02, -0.33, 0.85)
H (3.58, -1.93, -0.17)
C (8.53, -0.03, -3.83)
C (7.53, -0.90, -4.25)
C (6.37, -1.04, -3.50)
C (6.24, -0.31, -2.33)
C (7.23, 0.56, -1.90)
C (8.38, 0.70, -2.66)
N (5.01, -0.43, -1.54)
O (4.16, -1.22, -1.93)
O (4.91, 0.25, -0.54)
H (9.43, 0.09, -4.43)
H (7.64, -1.46, -5.16)
H (5.59, -1.72, -3.81)
H (7.10, 1.12, -0.98)
H (9.16, 1.37, -2.34)
C (-4.40, -1.54, -2.96)
C (-4.80, -2.84, -2.67)
C (-4.43, -3.88, -3.52)
C (-3.67, -3.59, -4.64)
C (-3.28, -2.30, -4.95)
C (-3.65, -1.27, -4.10)
N (-3.26, -4.69, -5.53)
O (-3.63, -5.81, -5.26)
O (-2.57, -4.41, -6.49)
H (-4.69, -0.74, -2.29)
H (-5.38, -3.03, -1.78)
H (-4.73, -4.89, -3.30)
H (-2.69, -2.10, -5.83)
H (-3.35, -0.26, -4.32)
C (-0.92, 2.77, 6.89)
C (-0.26, 3.92, 7.31)
C (0.75, 4.47, 6.53)
C (1.08, 3.85, 5.34)
C (0.44, 2.70, 4.91)
C (-0.57, 2.16, 5.69)
N (2.13, 4.45, 4.50)
O (2.69, 5.44, 4.92)
O (2.39, 3.91, 3.44)
H (-1.71, 2.35, 7.50)
H (-0.53, 4.39, 8.24)
H (1.27, 5.36, 6.85)
H (0.70, 2.23, 3.97)
H (-1.07, 1.27, 5.36)
C (8.74, 7.09, -2.98)
C (9.21, 6.18, -2.04)
C (9.77, 4.98, -2.46)
C (9.85, 4.72, -3.82)
C (9.38, 5.61, -4.76)
C (8.82, 6.80, -4.34)
N (10.46, 3.46, -4.27)
O (10.84, 2.68, -3.41)
O (10.54, 3.26, -5.46)
H (8.30, 8.02, -2.65)
H (9.14, 6.40, -0.99)
H (10.13, 4.26, -1.74)
H (9.45, 5.38, -5.82)
H (8.45, 7.51, -5.06)
C (-13.37, -3.95, 2.06)
C (-13.00, -2.66, 2.42)
C (-11.71, -2.22, 2.21)
C (-10.80, -3.08, 1.62)
C (-11.14, -4.36, 1.25)
C (-12.44, -4.80, 1.48)
N (-9.42, -2.60, 1.36)
O (-9.16, -1.47, 1.72)
O (-8.65, -3.37, 0.82)
H (-14.38, -4.29, 2.22)
H (-13.73, -2.00, 2.88)
H (-11.41, -1.22, 2.49)
H (-10.41, -5.02, 0.80)
H (-12.72, -5.81, 1.19)

Results
maximum force: 0.0217 hartree/bohr
ΔE to the lowest compared entry with this formula, charge and spin: 0.2369 eV
net charge: -1
HOMO level: -0.175 Ha
gap between HOMO and LUMO: 4.89 eV
total energy: -7497.14302 Eh

Löwdin population analysis, charges in e, atoms 1 to 6: number 1, C, carries -0.243; number 2, C, carries -0.416; number 3, Ga, carries -0.310; number 4, Br, carries -0.024; number 5, I, carries 0.413; number 6, H, carries 0.024

***

Below is a cluster of 6 separate species, C21H55NO15S5 in total, with properties calculated with wB97M-V/def2-TZVPD.

Element x y z (Å)
C (6.75, 2.20, -0.18)
C (5.53, 1.40, 0.24)
O (4.81, 0.94, -0.90)
S (3.30, 0.37, -0.69)
C (3.65, -1.17, 0.20)
O (2.56, 1.25, 0.14)
O (2.78, 0.01, -1.98)
H (6.38, 3.09, -0.71)
H (7.28, 1.70, -0.99)
H (7.36, 2.40, 0.69)
H (5.88, 0.48, 0.75)
H (4.92, 1.88, 1.01)
H (2.67, -1.65, 0.13)
H (3.84, -1.00, 1.25)
H (4.43, -1.77, -0.26)
C (4.77, -1.12, 7.15)
C (3.67, -2.06, 6.70)
O (3.53, -1.97, 5.29)
S (2.41, -2.89, 4.55)
C (1.28, -1.57, 4.08)
O (3.03, -3.47, 3.39)
O (1.78, -3.76, 5.49)
H (5.25, -1.46, 8.07)
H (4.39, -0.13, 7.42)
H (5.51, -0.99, 6.36)
H (3.98, -3.06, 7.02)
H (2.71, -1.88, 7.20)
H (0.45, -2.08, 3.59)
H (1.87, -0.94, 3.41)
H (0.96, -1.04, 4.97)
C (-6.70, 1.84, -1.88)
C (-6.21, 3.17, -2.49)
O (-7.01, 4.24, -2.00)
S (-7.88, 5.11, -3.07)
C (-9.30, 4.08, -3.32)
O (-8.36, 6.30, -2.42)
O (-7.10, 5.20, -4.27)
H (-6.49, 0.99, -2.52)
H (-7.79, 1.93, -1.80)
H (-6.35, 1.70, -0.86)
H (-5.17, 3.36, -2.22)
H (-6.23, 3.14, -3.58)
H (-9.02, 3.14, -3.80)
H (-10.09, 4.52, -3.92)
H (-9.66, 3.75, -2.34)
C (4.29, -0.13, -7.73)
C (3.82, 0.07, -6.29)
O (2.91, 1.14, -5.99)
S (1.85, 1.52, -7.18)
C (0.69, 2.36, -6.11)
O (2.46, 2.39, -8.13)
O (1.16, 0.32, -7.64)
H (3.47, -0.42, -8.39)
H (5.04, -0.92, -7.72)
H (4.70, 0.77, -8.19)
H (3.33, -0.86, -6.00)
H (4.71, 0.17, -5.67)
H (0.00, 2.92, -6.74)
H (1.35, 2.91, -5.44)
H (0.16, 1.57, -5.60)
C (0.00, 1.08, 2.37)
C (-0.92, 2.07, 1.66)
O (-0.56, 2.25, 0.29)
S (-1.50, 1.49, -0.78)
C (-0.29, 1.28, -2.06)
O (-1.88, 0.19, -0.25)
O (-2.53, 2.43, -1.20)
H (0.98, 1.47, 2.62)
H (0.17, 0.23, 1.70)
H (-0.49, 0.61, 3.22)
H (-1.98, 1.88, 1.77)
H (-0.68, 3.00, 2.20)
H (-0.76, 1.23, -3.04)
H (0.24, 0.37, -1.83)
H (0.35, 2.16, -2.09)
C (-0.81, -5.26, 3.63)
C (-1.34, -4.59, 2.37)
N (-1.45, -3.13, 2.62)
C (-2.58, -2.88, 3.51)
C (-2.82, -1.41, 3.82)
C (-1.58, -2.38, 1.37)
C (-0.41, -2.57, 0.41)
H (0.04, -4.66, 3.95)
H (-0.52, -6.30, 3.44)
H (-1.51, -5.39, 4.46)
H (-0.61, -4.78, 1.59)
H (-2.27, -5.01, 1.96)
H (-3.51, -3.35, 3.16)
H (-2.29, -3.39, 4.43)
H (-3.21, -1.33, 4.84)
H (-1.83, -0.95, 3.91)
H (-3.28, -0.84, 3.02)
H (-1.49, -1.32, 1.62)
H (-2.59, -2.48, 0.96)
H (-0.58, -1.91, -0.45)
H (-0.36, -3.57, -0.02)
H (0.54, -2.19, 0.75)

Results
maximum force: 0.0418 hartree/bohr
ΔE to the lowest compared entry with this formula, charge and spin: 0.7237 eV
HOMO level: -0.322 Ha
gap between HOMO and LUMO: 8.97 eV
SMILES: CCOS(C)(=O)=O.CCOS(C)(=O)=O.CCOS(C)(=O)=O.CCOS(C)(=O)=O.CCOS(C)(=O)=O.CCN(CC)CC
total energy: -4007.29601 Eh

Löwdin population analysis, charges in e, atoms 1 to 6: number 1, C, carries -0.059; number 2, C, carries -0.294; number 3, O, carries -0.256; number 4, S, carries 0.597; number 5, C, carries -0.093; number 6, O, carries -0.273

***

Repeat the first record exactly.
Below is the ion C4H8NS with charge +1, with properties calculated with wB97M-V/def2-TZVPD.

Element x y z (Å)
C (0.13, 1.11, 0.26)
C (0.59, -0.17, -0.58)
C (-1.33, 1.27, 0.02)
C (-1.36, -1.28, 0.63)
N (-0.14, -1.45, -0.22)
S (-2.41, -0.01, -0.25)
H (0.35, 0.95, 1.24)
H (0.47, 2.03, -0.28)
H (0.38, -0.04, -1.57)
H (1.59, -0.18, -0.58)
H (-1.56, 2.34, -0.07)
H (-1.23, -0.90, 1.68)
H (-0.51, -2.06, -0.92)
H (0.28, -2.10, 0.45)

Results
maximum force: 0.1051 hartree/bohr
ΔE to the lowest compared entry with this formula, charge and spin: 3.8785 eV
net charge: +1
HOMO level: -0.458 Ha
gap between HOMO and LUMO: 6.62 eV
total energy: -609.72742 Eh

Löwdin population analysis, charges in e, atoms 1 to 6: number 1, C, carries -0.142; number 2, C, carries -0.075; number 3, C, carries -0.329; number 4, C, carries -0.386; number 5, N, carries -0.040; number 6, S, carries 1.050

***

Question: Among the records above, which one has the lowest HOMO level?
Answer: C4H8NS